Version A
Here is a cluster of 2 separate species, C3H4N3O2 in total from OMol25. Energies are from ωB97M-V/def2-TZVPD.

Positions of all 12 atoms, in Å:
C  -1.6264  0.0069  0.2127
C  0.5410  -1.2394  0.1261
C  -0.5635  -0.5879  0.8261
N  -2.6244  0.6185  0.0609
N  0.6156  -0.9105  -1.2379
N  0.6578  1.7254  0.5657
O  1.0029  1.7918  -0.5942
O  1.3694  -2.0845  0.4993
H  -0.4965  -0.7686  1.9412
H  -0.1467  -0.2819  -1.4438
H  1.4721  -0.5868  -1.6303
H  -0.2013  2.3169  0.6743

Values from the calculation:
Net charge: -1
Highest occupied orbital energy (alpha / beta): -3.33 / -3.33 eV


Version B
Here is the ion C3H4N3O2 with charge -1 from OMol25. Energies are from ωB97M-V/def2-TZVPD.

Positions of all 12 atoms, in Å:
N  -3.0173  -0.8107  -0.2168
C  -1.9619  -0.3978  0.2956
C  -0.8777  0.3468  0.2527
O  -0.7626  1.5955  0.2453
N  0.2344  -0.6337  0.4398
C  1.5196  -0.4210  0.0391
N  1.8046  0.9635  -0.0170
O  2.2996  -1.3066  -0.1628
H  -2.9670  -0.8373  -1.1850
H  0.0529  -1.5170  0.8010
H  2.6588  1.3449  -0.3917
H  1.0168  1.6732  -0.1002

Values from the calculation:
SMILES: N=C=C([O-])NC(N)=O
Net charge: -1
Highest occupied orbital energy: -2.36 eV


Each structure's energy above the most stable one, in hartree: version A 0.0639; version B 0.0000.